C7H10N2O2S in the gas phase at a distorted geometry, computed with ωB97M-V/def2-TZVPD.

Summary:
Kohn-Sham gap (alpha / beta) in eV: 6.56 / 7.84
Energy above the lowest of the compared OMol25 structures with the same formula, charge and spin in kJ/mol: 181.0
<S²>: 2.0271
LUMO level (alpha / beta) in eV: 0.546 / -2.033
Spin multiplicity: 3
Strongest force on any atom in eV Å⁻¹: 5.91

Element x y z (Å)
C -2.613 -0.808 0.558
C -2.008 0.462 0.612
C -1.853 -1.969 0.338
C 0.371 -0.113 -1.535
C 0.534 1.470 -1.264
C -0.810 0.565 1.203
C 0.114 -0.872 -0.231
N -0.645 -1.882 -0.208
N 1.294 1.794 -0.106
O -0.511 3.154 0.842
O 1.159 2.049 2.279
S 0.288 2.017 1.174
H -3.638 -0.962 0.629
H -2.306 1.305 0.070
H -2.377 -2.904 0.290
H -0.479 -0.293 -2.058
H 1.250 -0.457 -1.975
H 1.099 1.783 -2.229
H -0.427 1.923 -1.261
H -0.527 0.016 2.096
H 0.869 -0.864 0.607
H 2.141 1.103 0.080